(1)
Formula: C23H30N5O4SiSn
Source: the OMol25 dataset
Level of theory: ωB97M-V/def2-TZVPD

Calculated values
maximum force	0.592	eV/A
total energy	-1972.0614	hartree
charge	+3

XYZ file:
```
64
Properties=species:S:1:pos:R:3:forces:R:3:lowdin_charge:R:1
Sn -0.405288 0.342655 0.453577 0.245 -0.449 -0.138 1.57
C -2.359868 -2.446606 4.863906 0.021 0.046 -0.067 0.04
O -1.737022 -1.348320 4.127944 -0.013 -0.070 -0.015 0.06
C -1.647210 -1.365000 2.842076 0.116 0.047 -0.003 -0.53
O -1.077464 -0.382439 2.288815 -0.254 0.185 0.501 -0.21
N -2.135060 -2.373381 2.117769 -0.018 -0.005 -0.041 0.06
N -2.021965 -2.315759 0.720683 0.008 0.040 0.049 0.06
H -2.276368 -2.163760 5.905396 0.004 0.009 0.018 0.12
H -1.807525 -3.367029 4.682546 -0.002 -0.012 0.008 0.11
H -3.408476 -2.525716 4.581902 -0.012 -0.016 0.014 0.11
H -2.599125 -3.154191 2.559182 -0.025 -0.030 -0.003 0.16
H -2.953887 -2.364130 0.319017 -0.012 0.000 -0.045 0.12
H -1.495034 -3.123419 0.402093 0.017 -0.019 -0.034 0.12
C -1.030568 1.528079 -4.548671 -0.028 0.156 -0.102 -0.14
Si -0.888231 -0.034048 -3.579673 0.432 0.034 0.311 0.46
C -2.237822 -0.120465 -2.296964 -0.214 -0.025 0.074 -0.20
C -0.818673 -1.583654 -4.572367 -0.033 -0.156 -0.137 -0.14
N 0.626443 0.010551 -2.525011 -0.380 0.027 -0.117 0.07
C 1.829795 0.056648 -2.907506 0.398 0.008 -0.303 -0.24
C 2.275160 0.134747 -4.318967 -0.148 -0.018 0.215 0.03
C 3.571942 0.115367 -4.641347 0.148 0.019 0.093 0.00
C 4.565841 0.053650 -3.596048 0.116 -0.021 -0.171 0.08
C 4.281481 -0.025862 -2.260499 -0.137 -0.003 -0.007 0.04
C 2.939360 -0.014477 -1.871374 0.067 0.134 -0.198 -0.13
O 2.537103 -0.028396 -0.644691 -0.083 -0.229 0.086 -0.02
C 3.426144 -0.290135 0.457345 -0.207 0.193 -0.265 -0.25
C 4.083078 -1.499402 0.539472 -0.018 -0.056 0.122 -0.01
C 4.862145 -1.719133 1.669060 0.004 -0.010 0.001 -0.03
C 4.953685 -0.751422 2.662371 0.019 -0.018 -0.004 -0.04
C 4.264559 0.447490 2.544032 -0.012 0.025 -0.027 -0.03
C 3.480637 0.691827 1.421587 0.154 -0.003 0.156 -0.01
H -1.958830 1.470938 -5.126306 0.024 0.045 0.000 0.06
H -0.221471 1.692269 -5.261426 -0.026 -0.015 0.006 0.04
H -1.102487 2.414454 -3.914096 0.009 -0.030 -0.003 0.04
H -3.216554 -0.214652 -2.777095 0.035 -0.024 -0.010 0.07
H -2.310221 0.791409 -1.693160 0.037 0.010 0.009 0.00
H -2.124981 -0.997325 -1.650886 0.030 0.028 -0.004 0.00
H -1.779377 -1.707786 -5.081110 0.030 -0.033 -0.004 0.06
H -0.655327 -2.472092 -3.958962 -0.005 0.028 0.005 0.05
H -0.049326 -1.563853 -5.346211 -0.021 0.001 0.014 0.04
H 1.510909 0.209518 -5.080187 0.006 -0.021 0.017 0.10
H 3.901072 0.167188 -5.669963 0.002 0.001 0.006 0.14
H 5.609077 0.084497 -3.892376 -0.014 0.001 -0.008 0.15
H 5.071987 -0.056510 -1.525150 -0.009 -0.010 0.022 0.14
H 3.986484 -2.257680 -0.227260 -0.001 0.039 -0.031 0.14
H 5.394758 -2.654741 1.772178 0.010 0.008 -0.004 0.13
H 5.571559 -0.933143 3.531007 -0.013 -0.003 0.003 0.13
H 4.343034 1.201444 3.315610 0.017 -0.010 -0.009 0.12
H 2.969956 1.637308 1.291362 -0.024 -0.001 -0.033 0.12
N -4.972044 5.988380 1.383223 0.012 -0.086 -0.059 0.21
C -4.355786 5.438727 0.321457 -0.026 0.073 0.069 -0.49
O -4.511946 5.760011 -0.833442 -0.020 -0.001 0.009 0.11
C -3.396550 4.288507 0.586802 0.021 0.004 -0.035 -0.06
C -2.360650 4.141590 -0.335343 0.006 0.028 0.012 0.05
C -1.524622 3.061569 -0.227203 -0.044 0.011 0.097 -0.13
N -1.683192 2.125503 0.736583 -0.246 0.071 0.016 -0.16
C -2.674827 2.266627 1.634981 0.074 0.076 -0.051 -0.08
C -3.541741 3.339802 1.592329 -0.028 0.023 0.027 0.04
H -5.598897 6.760988 1.214215 -0.003 0.013 0.003 0.14
H -4.709894 5.792997 2.332982 0.010 0.016 0.003 0.11
H -2.248294 4.866845 -1.129985 -0.006 -0.008 0.004 0.14
H -0.702529 2.919688 -0.922941 -0.007 -0.037 0.009 0.11
H -2.754661 1.504475 2.399271 0.011 0.005 -0.043 0.12
H -4.337115 3.403177 2.323148 0.005 0.012 -0.013 0.14
```
Positions in Å, forces in eV/Å.

(2)
Formula: C3H12O4
Source: the OMol25 dataset
Level of theory: ωB97M-V/def2-TZVPD

Calculated values
maximum force	1.889	eV/A
total energy	-422.4229	hartree
structure (SMILES)	C/C=C/O.O.O.O

XYZ file:
```
19
Properties=species:S:1:pos:R:3:forces:R:3:lowdin_charge:R:1
C 1.417752 -0.266272 -2.961889 -1.254 0.839 -1.136 -0.11
C 0.200521 0.177110 -2.184083 -1.110 -0.905 0.735 -0.16
C -0.293619 -0.592261 -1.200461 0.779 0.410 -1.155 -0.24
O -1.351696 -0.223243 -0.448566 -0.615 0.205 0.141 0.00
H 1.192132 -0.167100 -4.038554 0.109 -0.012 0.241 0.07
H 1.597058 -1.328775 -2.823650 0.494 0.090 0.406 0.07
H 2.259159 0.407424 -2.797172 0.259 -0.457 0.248 0.06
H -0.506608 0.956257 -2.482035 0.843 0.450 -0.106 0.11
H 0.136913 -1.565952 -1.088192 0.164 -0.490 0.851 0.11
H -1.606474 -0.883221 0.209161 0.491 -0.020 -0.162 0.09
O -0.421550 -2.184257 2.055082 0.408 0.896 0.999 -0.07
H -1.313925 -2.018790 2.362139 -0.622 -0.277 -0.125 0.02
H 0.017347 -1.576235 2.698449 0.051 -0.492 -0.983 0.05
O 0.300443 1.907562 1.161382 -0.274 0.022 -0.298 -0.05
H 0.907307 2.592609 0.892113 0.365 0.348 0.028 0.04
H -0.153341 1.685396 0.334014 -0.077 -0.320 0.257 0.03
O -1.037647 0.690212 3.298982 0.625 1.078 0.522 -0.08
H -0.740777 1.519615 2.869371 -0.328 -0.739 -0.774 0.02
H -0.602996 0.869922 4.143909 -0.310 -0.625 0.311 0.04
```
Positions in Å, forces in eV/Å.

(3)
Formula: C2H3FN2O
Source: the OMol25 dataset
Level of theory: ωB97M-V/def2-TZVPD

Calculated values
maximum force	3.663	eV/A
total energy	-362.4534	hartree
structure (SMILES)	FC1=NN1.C=O

XYZ file:
```
9
Properties=species:S:1:pos:R:3:forces:R:3:lowdin_charge:R:1
F 1.829635 -0.878056 -0.642109 -0.073 -0.453 0.677 0.18
C 1.799482 0.266424 -0.043248 0.164 0.807 -1.516 -0.56
N 2.257214 1.001324 0.828579 -0.041 -0.628 2.104 0.22
N 1.525695 1.520834 -0.475055 2.062 -0.118 -2.595 0.10
H 0.592273 1.802057 -0.490788 -2.205 0.381 1.366 0.04
C -1.995065 -0.930460 0.086488 -1.991 -1.968 2.362 -0.15
O -1.332154 0.019588 0.273432 1.722 2.365 -0.546 0.01
H -3.108056 -0.868130 0.215325 0.271 -0.046 -0.947 0.09
H -1.569025 -1.933582 0.247372 0.092 -0.340 -0.905 0.08
```
Positions in Å, forces in eV/Å.

| no. | frontier orbital gap (eV) |
| --- | --- |
| 1 | 6.3652 |
| 2 | 9.0888 |
| 3 | 9.7876 |